C26H39BiBrO3S3Si | ωB97M-V with the def2-TZVPD basis set

Computed properties:
**LUMO level**: 2.67 eV
**Highest occupied orbital energy**: -4.204 eV
**Gap between HOMO and LUMO**: 6.8725 eV
**E**: -5512.82875 a.u.

Geometry as ORCA input:
```
! wB97M-V def2-TZVPD RIJCOSX def2/J DEFGRID3
* xyz -1 1
Bi 0.47 0.78 -1.11
C -4.12 -0.70 1.23
C -3.92 -1.08 -0.23
C -4.36 0.06 -1.14
C -4.73 -2.34 -0.55
O -2.53 -1.27 -0.51
Si -1.53 -2.54 -0.15
S 0.41 -2.06 -0.62
O -2.07 -3.92 -0.91
C -1.91 -4.37 -2.26
C -2.00 -3.20 -3.24
C -3.05 -5.35 -2.50
C -0.57 -5.08 -2.40
O -1.85 -2.86 1.43
C -1.49 -3.95 2.27
C -2.57 -5.02 2.17
C -1.43 -3.38 3.69
C -0.13 -4.53 1.89
H -5.18 -0.49 1.42
H -3.55 0.20 1.46
H -3.78 -1.50 1.88
H -5.42 0.29 -0.99
H -4.20 -0.21 -2.19
H -3.77 0.95 -0.92
H -5.79 -2.14 -0.38
H -4.42 -3.17 0.09
H -4.59 -2.63 -1.59
H -2.95 -2.68 -3.12
H -1.93 -3.57 -4.27
H -1.19 -2.49 -3.07
H -4.01 -4.85 -2.40
H -3.00 -6.16 -1.77
H -2.98 -5.78 -3.50
H 0.25 -4.39 -2.17
H -0.44 -5.46 -3.41
H -0.52 -5.91 -1.70
H -3.54 -4.60 2.45
H -2.35 -5.86 2.83
H -2.64 -5.38 1.14
H -2.40 -2.94 3.95
H -0.67 -2.59 3.74
H -1.19 -4.16 4.41
H -0.15 -4.93 0.87
H 0.14 -5.33 2.57
H 0.64 -3.76 1.93
C 4.56 2.08 1.04
C 3.43 2.02 0.04
S 2.78 0.40 -0.20
C 2.97 3.12 -0.58
C 3.55 4.48 -0.29
S 1.62 3.12 -1.71
H 4.85 1.08 1.36
H 4.27 2.64 1.93
H 5.45 2.56 0.62
H 4.63 4.43 -0.11
H 3.09 4.92 0.60
H 3.37 5.16 -1.12
Br 0.60 -0.12 2.43
C -0.95 0.91 2.75
C -1.53 0.80 3.98
C -2.65 1.57 4.32
C -3.15 2.46 3.41
C -2.57 2.58 2.12
C -3.14 3.50 1.21
C -2.63 3.61 -0.05
C -1.56 2.78 -0.44
C -0.96 1.87 0.40
C -1.46 1.77 1.73
H -1.11 0.11 4.70
H -3.10 1.47 5.30
H -4.00 3.08 3.65
H -3.97 4.11 1.53
H -3.05 4.32 -0.76
H -1.20 2.91 -1.46
*
```